ORCA calculation (the ωB97M-V functional and the def2-TZVPD basis) on C26H50Br8CuN6O4Sr as an isolated structure.

Atoms and positions in Å:
Sr  14.781  14.585  15.103
Br  7.026  12.154  11.225
Br  9.017  13.305  8.516
Br  7.840  16.769  12.561
Br  12.357  17.360  9.510
Br  11.811  18.184  18.791
Br  7.385  17.989  17.146
Br  15.737  16.516  8.653
Br  11.556  19.255  14.286
Cu  13.456  12.064  13.222
O  12.568  14.176  13.733
O  15.684  16.900  15.269
O  13.751  12.097  15.446
O  15.454  13.151  13.017
N  11.305  11.205  13.077
N  13.547  15.275  17.688
N  13.354  12.137  10.795
N  8.326  12.779  14.569
N  13.860  9.687  12.792
N  9.325  16.934  6.906
C  11.672  15.166  13.258
C  8.958  13.169  15.456
C  7.868  17.086  9.128
C  9.658  13.677  16.673
C  13.677  13.917  19.948
C  16.404  13.399  12.042
C  13.430  12.693  9.770
C  8.175  16.791  14.470
C  16.903  12.056  11.462
C  13.628  14.699  18.712
C  12.054  18.203  16.828
C  9.562  13.293  10.425
C  7.087  17.663  15.169
C  10.345  10.637  13.452
C  11.086  19.104  16.179
C  17.561  14.365  12.430
C  8.656  17.021  7.840
C  13.439  7.224  11.999
C  13.306  11.507  16.612
C  15.185  17.786  10.101
C  15.712  17.931  14.351
C  9.214  9.927  14.038
C  13.911  17.269  10.736
C  8.358  13.652  11.244
C  13.670  8.577  12.464
C  13.517  13.404  8.473
H  8.158  15.730  14.719
H  18.252  14.473  11.593
H  6.845  16.716  9.056
H  7.897  14.507  10.749
H  14.692  13.785  20.323
H  13.228  12.935  19.799
H  8.265  10.359  13.720
H  12.552  13.536  7.983
H  9.864  12.282  10.699
H  13.684  17.906  11.591
H  13.208  10.427  16.499
H  15.408  18.900  14.747
H  11.111  20.086  16.651
H  8.932  14.244  17.255
H  15.972  17.925  10.843
H  15.006  17.691  13.555
H  13.114  18.430  16.715
H  8.656  13.732  12.290
H  9.282  10.076  15.115
H  9.165  17.237  14.573
H  16.622  18.047  13.762
H  18.029  13.981  13.336
H  16.124  11.382  11.105
H  7.130  18.652  14.713
H  10.622  14.872  13.267
H  12.839  7.151  11.092
H  12.047  15.562  12.314
H  10.359  14.032  10.504
H  8.506  16.549  9.829
H  14.031  11.680  17.406
H  12.894  6.695  12.782
H  11.750  17.171  16.649
H  17.123  15.334  12.671
H  17.500  12.162  10.556
H  13.895  16.222  11.038
H  15.978  13.949  11.203
H  7.770  18.122  9.451
H  10.007  12.845  17.284
H  13.893  14.356  8.847
H  11.690  16.032  13.920
H  10.089  18.679  16.290
H  14.256  13.160  7.710
H  9.241  8.873  13.763
H  6.084  17.250  15.062
H  12.403  11.953  17.030
H  14.423  6.785  11.833
H  15.079  18.765  9.635
H  17.654  11.626  12.124
H  13.038  14.351  20.717
H  10.446  14.345  16.325

**Charge**: 0
**2S+1**: 2
**HOMO level (spin up / spin down)**: -7.090 / -7.089 eV
**Orbital gap (spin up / spin down)**: 7.1 / 5.5 eV
**⟨S²⟩**: 0.7546



ORCA calculation (the ωB97M-V functional and the def2-TZVPD basis) on an isolated ion of composition C4H14NSi and charge +1.

Atoms and positions in Å:
Si  1.418  0.121  -0.527
N  -1.348  -0.051  0.277
C  -2.860  -0.231  0.050
C  1.403  -1.355  0.471
C  2.163  1.556  0.400
C  -0.468  0.048  -0.918
H  -1.204  0.810  0.775
H  0.656  -2.021  -0.106
H  -0.816  -0.767  -1.565
H  -0.725  0.951  -1.515
H  -3.450  -0.231  1.062
H  1.791  -0.195  -1.898
H  2.725  2.305  -0.255
H  -1.069  -0.806  0.859
H  1.090  -1.217  1.440
H  -3.212  0.610  -0.464
H  1.451  2.224  0.881
H  -2.875  -1.146  -0.556
H  2.958  1.234  1.071
H  2.372  -1.838  0.521

**SMILES**: C[NH2+]C[SiH](C)C
**Charge**: +1
**Energy above the lowest of the compared OMol25 structures with the same formula, charge and spin**: 93.4 kJ/mol
**2S+1**: 1
**HOMO level**: -14.830 eV
**Orbital gap**: 11.6 eV



ORCA calculation (the ωB97M-V functional and the def2-TZVPD basis) on a 2-piece molecular cluster, C3H5NO overall.

Atoms and positions in Å:
O  -0.073  2.186  0.325
N  0.066  -1.022  0.087
C  1.061  -0.085  0.118
C  -1.078  -0.143  0.344
C  -0.024  0.994  0.254
H  0.172  -1.984  0.369
H  1.379  0.385  -1.530
H  -1.556  -0.260  1.323
H  -1.836  -0.137  -0.449
H  1.890  0.066  -0.841

**Charge**: 0
**Energy above the lowest of the compared OMol25 structures with the same formula, charge and spin**: 491.2 kJ/mol
**2S+1**: 1
**HOMO level**: -8.453 eV
**Orbital gap**: 8.5 eV



ORCA calculation (the ωB97M-V functional and the def2-TZVPD basis) on a 2-piece molecular cluster, C6H6BrF3N2 overall.

Atoms and positions in Å:
Br  4.088  0.412  -0.397
F  -3.306  1.940  -0.374
F  -3.451  -0.136  -0.340
F  -2.555  0.913  -2.156
N  -1.424  0.876  1.316
N  -1.025  -1.673  1.789
C  -1.875  -2.243  1.283
C  -1.281  0.895  -0.069
C  2.292  0.849  -1.017
C  1.240  0.936  -0.212
C  -0.130  1.020  -0.770
C  -2.606  0.866  -0.789
H  -2.775  -2.663  0.893
H  -0.596  0.796  1.779
H  -0.155  0.933  -1.889
H  -2.293  0.528  1.526
H  1.373  0.820  0.828
H  2.146  0.960  -2.076

**Charge**: 0
**2S+1**: 3
**HOMO level (spin up / spin down)**: -5.358 / -9.790 eV
**Orbital gap (spin up / spin down)**: 6.2 / 7.6 eV
**⟨S²⟩**: 2.0157



ORCA calculation (the ωB97M-V functional and the def2-TZVPD basis) on a 2-piece molecular cluster, CH4IOPS overall.

Atoms and positions in Å:
I  -1.493  -0.406  2.591
S  0.717  2.381  1.484
P  -0.235  0.816  0.844
O  -1.424  1.311  -0.139
C  1.014  -1.104  -0.960
H  1.604  -0.421  -1.533
H  1.496  -1.676  -0.191
H  -1.811  0.622  -0.690
H  0.132  -1.523  -1.405

**Charge**: 0
**Energy above the lowest of the compared OMol25 structures with the same formula, charge and spin**: 270.6 kJ/mol
**2S+1**: 1
**HOMO level (spin up / spin down)**: -8.615 / -8.998 eV
**Orbital gap (spin up / spin down)**: 7.6 / 6.9 eV



ORCA calculation (the ωB97M-V functional and the def2-TZVPD basis) on a 2-piece molecular cluster, C6H16 overall.

Atoms and positions in Å:
C  0.971  1.116  -0.998
C  -2.063  -2.633  1.015
C  1.573  1.998  0.097
C  1.179  1.717  -2.396
C  -1.089  -1.538  0.541
C  -0.594  -0.702  1.696
H  -0.087  1.029  -0.780
H  -0.235  -2.014  0.069
H  2.515  2.479  -0.217
H  -1.603  -0.984  -0.236
H  0.881  0.982  -3.141
H  1.406  0.110  -0.974
H  1.779  1.458  1.023
H  0.957  2.881  0.303
H  -0.374  0.348  1.471
H  -2.463  -3.166  0.142
H  0.371  -0.999  2.136
H  -1.491  -3.414  1.528
H  -2.814  -2.178  1.647
H  2.211  2.032  -2.515
H  -1.216  -0.645  2.604
H  0.594  2.638  -2.521

**SMILES**: CCC.CCC
**Charge**: 0
**Energy above the lowest of the compared OMol25 structures with the same formula, charge and spin**: 44.5 kJ/mol
**2S+1**: 1
**HOMO level**: -11.309 eV
**Orbital gap**: 12.4 eV



ORCA calculation (the ωB97M-V functional and the def2-TZVPD basis) on a 2-piece molecular cluster, C3H6ClNO3 overall.

Atoms and positions in Å:
Cl  -0.530  3.204  -0.051
O  0.606  1.204  -0.977
O  3.073  -2.115  0.546
O  2.294  -0.858  -1.040
N  2.624  -1.021  0.277
C  -0.333  1.448  -0.332
C  -1.235  -0.819  0.237
C  -1.336  0.631  0.444
H  -0.952  -0.927  -0.872
H  -0.494  -1.314  0.679
H  1.810  -0.005  -1.264
H  -2.108  -1.340  0.516
H  -2.307  1.122  0.299
H  -1.112  0.791  1.538

**SMILES**: CCC(=O)Cl.O=NO
**Charge**: 0
**Energy above the lowest of the compared OMol25 structures with the same formula, charge and spin**: 259.2 kJ/mol
**2S+1**: 1
**HOMO level**: -10.126 eV
**Orbital gap**: 10.5 eV



ORCA calculation (the ωB97M-V functional and the def2-TZVPD basis) on one molecule with the formula C7H10N2.

Atoms and positions in Å:
N  2.165  -0.503  -1.211
N  -0.583  -1.181  -1.836
C  1.040  0.292  -0.677
C  -0.347  -0.263  -0.851
C  -0.200  0.355  2.864
C  -1.417  0.707  -0.518
C  -1.236  1.201  0.772
C  0.414  -0.404  0.475
C  -0.292  0.382  1.501
H  -0.836  -2.013  -1.313
H  0.281  -1.352  -2.451
H  1.985  -1.520  -0.974
H  1.240  1.343  -0.644
H  2.150  -0.502  -2.203
H  -1.861  2.001  1.276
H  -1.049  0.920  3.415
H  0.926  -1.462  0.579
H  -2.067  1.090  -1.313
H  0.385  -0.332  3.565

**SMILES**: C=C1C=C[C@@]2(N)[C@H](N)[C@@H]12
**Charge**: 0
**Energy above the lowest of the compared OMol25 structures with the same formula, charge and spin**: 315.9 kJ/mol
**2S+1**: 1
**HOMO level**: -8.138 eV
**Orbital gap**: 8.8 eV



| no. | maximum force (eV Å⁻¹) |
| --- | --- |
| 1 | 3.753 |
| 2 | 3.411 |
| 3 | 0.620 |
| 4 | 8.430 |
| 5 | 1.272 |
| 6 | 2.073 |
| 7 | 5.196 |
| 8 | 3.401 |